Entry from the Open Molecules 2025 dataset: a structure of composition C8H13ClN2O10V at a distorted geometry (ωB97M-V with the def2-TZVPD basis set).

Results
ΔE to the lowest compared entry with this formula, charge and spin, kJ/mol: 0.0
⟨S²⟩: 3.756
Kohn-Sham gap (alpha / beta), eV: 5.237 / 7.373
2S+1: 4
Charge: -2
Calculated total energy, eV: -70170.84761
LUMO level (alpha / beta), eV: 5.06 / 5.04
HOMO energy (alpha / beta), eV: -0.1812 / -2.3320

Cartesian coordinates (Å):
V 0.164 -0.123 0.710
N 0.524 -0.840 2.685
C 1.990 -1.093 2.720
C 2.683 0.145 2.121
O 3.696 0.626 2.670
N 2.020 0.555 1.051
C 2.250 1.889 0.531
C 0.948 2.701 0.685
O 0.964 3.921 0.569
O -0.115 1.978 0.918
H 0.260 -0.148 3.377
H -0.025 -1.680 2.830
H 2.192 -1.959 2.090
H 2.366 -1.288 3.724
H 2.478 1.856 -0.540
H 3.069 2.394 1.042
C -2.049 -0.684 -2.703
C -1.990 0.319 -1.564
C -2.718 1.610 -1.909
O -0.594 0.613 -1.366
C -2.650 -0.320 -0.305
O -3.866 -0.523 -0.363
O -1.874 -0.587 0.667
H -1.728 -0.210 -3.635
H -3.073 -1.042 -2.806
H -1.390 -1.527 -2.495
H -2.342 2.007 -2.857
H -2.549 2.356 -1.128
H -3.787 1.414 -1.984
H -0.547 1.282 -0.643
O 0.256 -3.359 -1.782
Cl 1.150 -2.732 -0.838
O 2.196 -3.653 -0.451
O 0.378 -2.365 0.375
O 1.712 -1.533 -1.397

---

Entry from the Open Molecules 2025 dataset: the ion C8H13ClN5 with charge +1 at a distorted geometry (ωB97M-V with the def2-TZVPD basis set).

Results
ΔE to the lowest compared entry with this formula, charge and spin, kJ/mol: 27.2
Kohn-Sham gap, eV: 9.599
Charge: +1
Calculated total energy, eV: -28472.79012
LUMO level, eV: -2.81
HOMO energy, eV: -12.4076
SMILES: NC(N)=[NH+]N[C@@](N)(Cl)c1ccccc1

Cartesian coordinates (Å):
C 1.675 -2.846 1.243
C 2.192 -1.645 1.745
C 0.427 -2.929 0.722
C 1.453 -0.482 1.751
C -0.352 -1.729 0.675
C 0.194 -0.508 1.127
C -0.522 1.156 -2.295
C -0.772 0.648 1.081
N -0.079 2.115 -3.131
N -0.990 -0.060 -2.515
N -0.224 2.099 1.318
N -1.515 0.771 -0.170
N -0.797 1.572 -1.059
Cl -2.036 0.319 2.337
H 2.314 -3.765 1.404
H 3.288 -1.633 2.131
H 0.077 -3.870 0.310
H 1.893 0.489 1.981
H -1.408 -1.844 0.423
H -0.136 1.909 -4.108
H -0.054 3.101 -2.861
H -0.848 -0.398 -3.494
H -1.163 -0.562 -1.660
H -0.541 2.586 2.144
H 0.721 1.899 1.668
H -2.526 1.202 -0.107
H -0.270 2.405 -0.659

---

Entry from the Open Molecules 2025 dataset: an isolated molecule of C8H13ClO2Si at a distorted geometry (ωB97M-V with the def2-TZVPD basis set).

Results
ΔE to the lowest compared entry with this formula, charge and spin, kJ/mol: 0.0
Kohn-Sham gap, eV: 9.223
Charge: 0
Calculated total energy, eV: -33002.83771
LUMO level, eV: -0.02
HOMO energy, eV: -9.2449
SMILES: C=C(C(=O)O/C=C\C)[Si](C)(C)Cl

Cartesian coordinates (Å):
O 0.365 0.185 1.275
Cl -3.932 -1.913 -0.103
O 1.367 0.120 -0.731
C 0.279 -0.070 0.098
C -1.199 -0.701 -1.824
C -0.966 -0.578 -0.536
C 2.409 0.753 -0.058
C 3.571 1.145 -0.605
C 3.871 1.177 -2.064
C -1.728 -1.831 2.130
C -3.149 0.804 1.315
Si -2.366 -0.791 0.673
H -0.369 -0.462 -2.477
H -2.155 -0.962 -2.251
H 2.285 0.885 1.008
H 4.296 1.664 0.040
H 4.041 0.174 -2.430
H 3.002 1.559 -2.618
H 4.742 1.767 -2.325
H -2.432 -1.948 2.975
H -1.554 -2.794 1.666
H -0.792 -1.475 2.521
H -2.255 1.402 1.455
H -3.759 1.355 0.601
H -3.572 0.534 2.267

---

Question: calculated total energy of number 2 (C8H13ClN5)?
Answer: -28472.79012 eV

---

Question: ΔE to the lowest compared entry with this formula, charge and spin of number 1 (C8H13ClN2O10V)?
Answer: 0.0 kJ/mol